DFT (wB97M-V/def2-TZVPD) results for a cluster of 5 separate species, C44H99N3OP in total.

Calculated values
total energy: -63014.243 eV
LUMO: -5.41 eV
relative energy (zero: lowest compared OMol25 entry of this formula, charge and spin): 0.0 kcal/mol
gap between HOMO and LUMO: 7.153 eV
charge: +3

Geometry (Å):
C 11.971290 -14.151400 10.634550
O 12.883480 -14.059600 9.571420
H 12.073660 -13.253860 11.244510
H 10.951880 -14.253380 10.262370
H 12.094310 -14.923360 11.394190
C 18.119610 -16.047460 15.829050
C 17.290790 -15.333870 14.730100
C 17.050390 -16.163130 13.438400
C 16.624330 -15.186030 12.303260
N 16.579430 -15.779070 10.822530
C 17.931590 -16.198670 10.313630
C 18.715890 -14.912570 9.956220
C 17.563660 -14.026240 9.406290
C 16.216140 -14.722690 9.776190
C 15.479960 -16.870220 10.722330
H 19.046820 -16.425070 15.398010
H 17.480460 -16.858260 16.178610
H 18.314540 -15.402530 16.685880
H 17.623480 -14.338400 14.436030
H 16.282310 -15.213240 15.125720
H 16.382650 -17.014750 13.568640
H 18.010290 -16.548870 13.095040
H 17.377720 -14.402730 12.219870
H 15.621190 -14.822560 12.526180
H 17.924150 -16.830110 9.425180
H 18.357130 -16.904750 11.026690
H 19.501590 -15.120800 9.229980
H 19.225370 -14.429700 10.790110
H 17.682090 -14.088630 8.324530
H 17.756590 -12.985560 9.666800
H 15.682550 -15.088420 8.898900
H 15.493940 -14.117500 10.324160
H 15.753720 -17.705270 11.367200
H 15.470340 -17.268520 9.707750
H 14.526760 -16.358210 10.854010
C 4.767750 -15.565470 7.463330
C 6.015890 -15.473580 6.564810
C 7.161410 -14.685700 7.232430
C 8.136730 -14.114410 6.193340
N 9.499270 -13.676190 6.789940
C 9.315320 -12.682370 7.956500
C 10.467840 -11.677000 7.893990
C 10.677370 -11.511860 6.394550
C 10.181060 -12.803990 5.673630
C 10.401440 -14.856370 7.233490
H 5.137640 -16.210750 8.260140
H 3.888570 -16.017550 7.004220
H 4.484180 -14.569020 7.802110
H 5.605750 -14.845850 5.773710
H 6.337530 -16.465020 6.245930
H 7.718840 -15.371510 7.870420
H 6.811930 -13.897020 7.898730
H 7.671960 -13.237430 5.742800
H 8.309630 -14.882590 5.439610
H 9.488900 -13.165270 8.918160
H 8.414640 -12.136740 7.675130
H 11.336240 -12.164930 8.336600
H 10.180310 -10.783600 8.448310
H 11.696800 -11.340450 6.048880
H 10.066720 -10.681820 6.039260
H 11.001770 -13.411430 5.292120
H 9.529210 -12.654450 4.812910
H 9.890580 -15.331420 8.071020
H 11.427020 -14.559370 7.452760
H 10.378870 -15.594940 6.432170
C 13.275570 -7.972740 10.091750
C 13.548340 -9.491790 9.986560
C 14.007830 -10.263630 11.237320
C 12.973820 -10.289480 12.344440
N 13.521940 -10.868160 13.678720
C 14.089580 -12.318830 13.466670
C 14.305340 -12.790630 14.862130
C 13.232310 -12.129610 15.728200
C 12.449480 -11.295980 14.764870
C 14.507880 -9.827910 14.270710
H 14.126020 -7.479000 10.561910
H 12.353670 -7.811800 10.650600
H 13.151310 -7.445820 9.145700
H 14.336580 -9.729240 9.272150
H 12.690470 -10.063700 9.632900
H 14.985680 -9.900190 11.553260
H 14.123190 -11.300320 10.920990
H 12.193580 -11.014000 12.111210
H 12.530040 -9.324790 12.590500
H 15.025180 -12.313420 12.907450
H 13.366040 -12.915290 12.910950
H 15.329800 -12.728680 15.229180
H 14.102950 -13.859800 14.925550
H 13.755070 -11.556400 16.493870
H 12.733760 -12.899710 16.316830
H 12.046180 -10.436600 15.300510
H 11.546460 -11.762420 14.371060
H 13.894450 -9.012280 14.653550
H 15.181250 -9.478770 13.487920
H 15.076330 -10.359860 15.033590
C 7.861110 -20.653310 0.606740
C 9.073540 -20.180020 1.459800
C 8.852100 -20.460710 3.015660
C 10.160110 -20.293990 3.855450
P 9.972580 -20.208610 5.725310
C 10.435890 -21.773440 6.520040
C 9.563670 -23.002960 6.032750
C 10.162600 -24.218490 6.678040
C 11.387960 -24.736180 5.891380
C 10.943450 -18.779160 6.348180
C 10.734290 -18.568820 7.881300
C 11.818230 -17.872430 8.534980
C 11.631370 -17.822570 10.063510
C 8.176410 -19.973910 6.077300
C 7.724920 -20.165280 7.516560
C 6.363670 -20.874090 7.587630
C 5.250850 -19.825950 7.441080
H 7.994560 -20.506370 -0.465030
H 7.014990 -20.074190 0.976590
H 7.537710 -21.685540 0.740970
H 9.228580 -19.111170 1.312750
H 9.947640 -20.696860 1.063670
H 8.534300 -21.477790 3.245110
H 7.991590 -19.878700 3.345660
H 10.565750 -19.301720 3.658090
H 10.910410 -21.012120 3.524630
H 10.445420 -21.690150 7.606810
H 11.493200 -21.938740 6.312990
H 9.555490 -23.040900 4.943440
H 8.557520 -22.986310 6.451660
H 9.387850 -24.984950 6.698270
H 10.382790 -24.081660 7.736760
H 11.383330 -24.660310 4.804030
H 11.741550 -25.718230 6.205460
H 12.219590 -24.061610 6.094980
H 10.557760 -17.948820 5.756660
H 11.999410 -18.882710 6.098550
H 10.553170 -19.494930 8.426820
H 9.819210 -18.018100 8.099130
H 11.912130 -16.842030 8.192120
H 12.828020 -18.221760 8.319600
H 10.671160 -17.382610 10.332830
H 12.426920 -17.213960 10.493390
H 11.653430 -18.835320 10.465940
H 7.631640 -20.572120 5.346920
H 7.888630 -18.962280 5.791150
H 7.576610 -19.188710 7.977440
H 8.380800 -20.798680 8.113820
H 6.097210 -21.407000 8.500380
H 6.314410 -21.632300 6.806100
H 5.302800 -18.879180 7.978700
H 4.237310 -20.186650 7.616420
H 5.310070 -19.488650 6.406280

Cartesian forces, eV/Å:
C 1.6 0.7 -1.6
O -0.4 -0.8 0.8
H -0.6 0.8 0.4
H -0.8 0.1 0.2
H 0.3 -1.0 0.1
C -0.7 0.3 -1.0
C -1.0 -0.6 0.0
C 1.2 0.6 -1.1
C 0.1 -1.1 -0.8
N -1.0 -1.0 -1.0
C 1.3 -0.8 0.9
C -0.9 -0.4 0.7
C 0.6 -0.6 -0.9
C 0.4 1.8 1.6
C 1.4 0.5 -0.4
H 0.0 -0.1 0.3
H 0.4 -0.3 0.1
H 0.1 0.1 -0.2
H 0.4 0.0 0.2
H -0.1 0.4 0.3
H -0.1 0.2 0.1
H 0.2 -0.3 0.3
H -0.3 0.2 0.1
H 0.0 0.3 -0.5
H -1.1 0.3 -0.3
H 0.3 0.5 0.4
H -0.3 -0.1 -0.1
H -0.2 -0.2 0.2
H -0.3 0.3 -0.1
H -0.7 -0.1 0.3
H 0.2 -0.6 0.4
H -0.1 0.4 -0.5
H -0.4 0.3 0.4
H 0.3 0.2 -0.1
H 0.0 -0.2 0.5
C 1.1 -0.6 0.4
C -1.2 1.6 0.0
C 0.6 -0.6 0.0
C -0.1 -0.4 1.3
N 0.2 0.6 -0.6
C 0.9 0.3 -0.7
C 0.3 -1.3 -0.8
C -0.5 0.2 -1.2
C 0.8 -0.6 1.2
C -1.5 0.3 -0.8
H -0.8 0.2 0.7
H 0.3 -0.1 -0.2
H 0.1 -0.2 0.3
H 0.7 -0.3 -0.9
H 0.0 0.2 -0.3
H 0.0 -0.1 0.2
H -0.3 0.0 -0.2
H 0.3 0.0 -0.1
H 0.4 0.2 -0.1
H -1.4 -0.4 -0.1
H -0.4 -0.4 0.9
H 0.2 0.2 0.3
H 0.2 0.0 -0.2
H 0.0 0.2 0.4
H 0.1 0.1 -0.1
H 0.1 0.1 0.2
H -0.3 0.1 0.5
H 0.3 0.3 0.2
H -0.1 0.4 0.4
H 0.1 0.2 -0.2
C 0.2 -0.7 0.3
C 0.1 -0.3 -0.2
C -0.2 0.1 0.0
C -0.2 -0.8 1.4
N -0.6 -0.7 -0.3
C 1.0 1.5 -0.2
C -0.1 -2.0 0.7
C 1.5 -0.5 0.8
C -0.3 1.8 0.4
C -0.6 -1.5 -0.3
H -0.1 0.1 0.3
H 0.1 0.2 0.2
H 0.0 -0.5 -0.2
H 0.0 0.4 -0.3
H -0.3 0.3 -0.3
H 0.0 0.1 0.2
H 0.2 -0.1 -0.1
H -0.2 0.3 -0.3
H 0.1 0.0 0.0
H -0.1 0.4 -0.2
H -0.3 0.4 0.0
H -0.1 0.6 0.0
H 0.1 -0.2 -0.4
H -0.3 0.5 -0.1
H -0.7 0.3 -0.4
H 0.3 0.5 -0.4
H 0.6 -0.3 -0.8
H 0.2 -0.1 0.1
H -0.2 -0.1 0.1
H -0.1 0.5 0.1
C -0.2 0.6 0.9
C -0.6 -1.3 0.6
C 0.6 -0.5 -0.6
C -0.8 1.1 0.4
P -0.6 -0.6 -0.6
C -0.3 -0.1 -0.6
C 0.6 1.3 1.4
C 0.3 -1.9 -1.2
C 0.9 0.7 0.8
C -0.9 -0.5 0.5
C -1.3 -1.0 -1.1
C 2.0 2.0 1.6
C 0.2 -0.1 -0.6
C 0.6 0.7 -0.4
C -0.6 -1.1 0.8
C -1.2 0.8 0.5
C -0.4 0.1 -1.5
H 0.1 0.3 0.2
H -0.3 0.2 -0.5
H 0.6 -0.2 0.2
H 0.0 0.0 0.0
H 0.3 0.0 0.4
H -0.1 -0.3 -0.7
H 0.3 0.5 0.1
H 0.2 0.1 -0.2
H 0.0 -0.1 0.3
H -0.5 0.2 0.0
H 0.1 -0.1 -0.4
H -0.1 -0.2 0.1
H -0.2 0.8 -0.4
H 0.0 -0.2 -0.2
H 0.3 0.3 0.0
H -0.9 -0.4 -0.1
H -0.3 0.0 -0.1
H 0.3 0.0 0.4
H 0.1 0.2 0.1
H 0.0 -0.2 0.0
H 0.1 -0.5 -0.3
H -0.3 0.1 -0.4
H -0.3 0.3 -0.1
H 0.0 -0.7 -0.1
H 0.0 0.1 0.0
H -0.2 -0.1 0.2
H 0.1 0.0 0.2
H 0.1 -0.5 0.2
H 0.3 0.2 -0.3
H 0.5 -0.1 0.3
H 0.5 0.4 -0.1
H 1.0 0.0 0.3
H -0.2 0.1 -0.2
H 0.6 -0.3 0.7
H 0.1 -0.3 -0.1
H -0.5 0.1 -0.3